C6H4O | ωB97M-V/def2-TZVPD

```
11
Properties=species:S:1:pos:R:3:forces:R:3
O -1.168 0.513 0.392 -0.1 -0.3 -0.4
C 0.185 -1.531 2.707 -0.2 0.5 -1.2
C 0.334 0.522 -1.264 -0.2 0.1 -0.2
C 1.041 0.613 -0.054 -0.1 -0.1 0.2
C 0.031 -0.888 1.574 -0.7 -1.7 -1.2
C -0.989 0.329 -0.925 0.0 1.3 -0.6
C 0.094 0.409 0.939 0.3 0.3 0.0
H 2.115 0.600 0.086 -0.2 -0.1 0.0
H -1.880 0.325 -1.533 0.0 0.0 -0.1
H -0.497 -1.471 0.344 1.4 0.1 3.4
H 0.735 0.578 -2.266 -0.1 -0.1 0.1
```
Positions in Å, forces in eV/Å.

Results
* LUMO level: -1.11 eV
* HOMO level: -9.095 eV
* E_tot: -8326.331 eV
* ΔE to the lowest compared entry with this formula, charge and spin: 140.9 kcal/mol
* frontier orbital gap: 7.980 eV

C42H61BCaN9O3 | ωB97M-V/def2-TZVPD

```
117
Properties=species:S:1:pos:R:3:forces:R:3
Ca 0.901 0.809 -0.132 0.1 0.1 -0.5
O -0.829 2.714 -3.476 0.1 0.0 -0.1
O -0.430 1.861 3.043 0.0 -0.1 -0.2
O 0.723 2.462 -1.823 -0.2 -0.3 0.1
N 2.220 2.686 1.095 0.0 -0.1 -0.1
N -1.508 0.440 -0.484 0.2 -0.1 0.1
N 3.254 -0.133 2.197 0.0 0.0 0.0
N 3.390 2.356 1.685 0.1 0.1 0.1
N 1.942 -0.336 1.942 -0.1 0.0 -0.2
N 4.308 0.715 0.011 0.1 0.0 0.0
N 0.321 -1.554 -0.612 0.0 0.2 0.1
N 1.681 0.212 -3.198 0.1 0.0 -0.1
N 3.287 0.740 -0.867 -0.1 -0.1 0.1
C -0.409 -4.240 -1.022 0.0 0.0 0.0
C -4.240 0.003 -0.995 0.0 0.0 0.0
C 0.880 4.703 0.641 0.0 0.0 0.1
C -1.227 3.914 -2.854 0.0 0.1 0.0
C 0.095 -1.760 2.787 0.0 0.0 0.0
C -2.259 -5.963 -1.275 0.0 0.0 0.0
C -0.573 -1.384 4.112 0.0 0.0 0.0
C -1.002 -1.883 -0.799 0.0 -0.1 0.2
C 3.667 -0.962 3.172 -0.1 0.0 0.0
C 0.190 1.990 -2.891 0.0 0.1 0.0
C -0.753 -5.717 -1.180 0.0 0.0 0.0
C 0.140 2.323 4.003 0.0 0.1 0.1
C 5.481 0.731 -0.650 -0.1 0.0 0.0
C -1.357 -3.256 -0.958 0.0 0.0 -0.1
C 2.030 3.987 1.296 0.0 -0.1 -0.1
C 2.910 1.016 -3.273 0.0 0.0 0.1
C -5.726 -0.176 -1.285 0.0 0.0 0.0
C 5.213 0.764 -2.003 0.0 0.0 0.0
C -2.391 1.436 -0.473 0.0 0.0 0.0
C -0.495 3.413 4.836 0.0 0.0 0.0
C -3.347 -1.032 -1.013 0.0 0.0 0.0
C 1.230 -2.523 -0.677 0.0 0.0 0.0
C -0.278 4.984 1.601 0.1 0.0 0.0
C -1.959 -0.828 -0.764 0.0 0.1 0.1
C 2.595 -1.733 3.568 0.0 0.0 0.0
C -6.541 0.298 -0.074 0.0 0.0 0.0
C 1.495 1.848 4.449 0.0 0.0 0.0
C 1.526 -1.298 2.761 0.0 0.0 0.0
C -3.738 1.300 -0.710 0.0 0.0 0.0
C 1.362 6.000 -0.007 0.0 0.0 0.0
C 0.447 0.763 -3.503 0.0 0.0 0.1
C -6.103 0.666 -2.512 0.0 0.0 0.0
C 3.658 0.859 -4.596 0.0 0.0 0.0
C -6.096 -1.632 -1.571 0.0 0.0 0.0
C 1.867 -1.183 -3.552 0.0 0.0 0.0
C -0.094 -6.255 -2.458 0.0 0.0 0.0
C -0.009 -3.268 2.559 0.0 0.0 0.0
C 3.090 4.512 2.060 0.0 0.1 0.0
C 0.953 -3.852 -0.904 0.0 0.0 0.0
C -0.217 -6.492 0.033 0.0 0.0 0.0
C 3.928 3.440 2.272 0.0 0.0 0.0
C 3.808 0.783 -2.085 0.0 0.0 0.0
B 4.084 0.978 1.515 0.0 -0.1 0.0
H -5.571 -2.011 -2.449 0.0 0.0 0.0
H 0.545 6.476 -0.553 0.0 0.0 0.0
H -1.603 -1.748 4.135 0.0 0.0 0.0
H -4.378 2.171 -0.688 0.0 0.0 0.0
H -1.304 4.689 -3.621 0.0 0.0 0.0
H 1.356 1.056 5.192 0.0 0.0 0.0
H 2.724 -1.596 -3.009 0.0 0.0 0.0
H -6.336 1.344 0.157 0.0 0.0 0.0
H -5.524 0.352 -3.383 0.0 0.0 0.0
H 4.689 -0.938 3.513 0.0 0.0 0.0
H -0.425 -1.246 1.975 0.0 0.0 0.0
H 5.926 0.784 -2.810 0.0 0.0 0.0
H 1.762 -4.569 -0.947 0.0 0.0 0.0
H -1.980 2.422 -0.261 0.0 0.0 0.0
H -2.776 -5.621 -0.376 0.0 0.0 0.0
H 2.584 -2.498 4.326 0.0 0.0 0.0
H 0.970 -1.729 -3.277 0.0 0.0 0.0
H 4.449 1.607 -4.673 0.0 0.0 0.0
H 6.414 0.731 -0.110 0.0 0.0 0.0
H 0.116 4.316 4.771 0.0 0.0 0.0
H -2.402 -3.516 -1.025 0.0 0.0 0.0
H 0.862 -6.375 0.134 0.0 0.0 0.0
H -0.317 -7.318 -2.582 0.0 0.0 0.0
H -2.693 -5.453 -2.137 0.0 0.0 0.0
H 0.054 5.615 2.432 0.0 0.0 0.0
H -0.037 -1.834 4.953 0.0 0.0 0.0
H 0.532 4.039 -0.154 0.0 0.0 0.0
H 2.963 1.004 -5.424 0.0 0.0 0.0
H 3.240 5.531 2.374 0.0 0.0 0.0
H -6.294 -0.295 0.809 0.0 0.0 0.0
H -0.465 -5.718 -3.333 0.0 0.0 0.0
H -3.690 -2.027 -1.249 0.0 0.0 0.0
H 5.159 1.027 2.060 0.0 0.0 0.0
H -2.447 -7.034 -1.385 0.0 0.0 0.0
H -0.680 -6.128 0.953 0.0 0.0 0.0
H 2.036 -1.318 -4.628 0.0 0.0 0.0
H -0.590 -0.305 4.244 0.0 0.0 0.0
H 4.114 -0.128 -4.690 0.0 0.0 0.0
H 0.465 -3.561 1.624 0.0 0.0 0.0
H -7.169 -1.704 -1.762 0.0 0.0 0.0
H -7.167 0.550 -2.739 0.0 0.0 0.0
H -0.521 3.113 5.886 0.0 0.0 0.0
H 0.468 -3.815 3.378 0.0 0.0 0.0
H 2.582 2.052 -3.189 0.0 0.0 0.0
H 1.717 6.709 0.747 0.0 0.0 0.0
H 2.060 2.656 4.913 0.0 0.0 0.0
H -0.686 4.061 2.009 0.0 0.0 0.0
H -1.501 3.623 4.480 0.0 0.0 0.0
H -5.903 1.724 -2.344 0.0 0.0 0.0
H -2.210 3.781 -2.392 0.0 0.0 0.0
H -7.612 0.195 -0.273 0.0 0.0 0.0
H 2.042 1.430 3.610 0.0 0.0 0.0
H -5.860 -2.278 -0.723 0.0 0.0 0.0
H 2.261 -2.204 -0.532 0.0 0.0 0.0
H 2.177 5.809 -0.707 0.0 0.0 0.0
H -1.059 -3.569 2.516 0.0 0.0 0.0
H -1.080 5.514 1.081 0.0 0.0 0.0
H -0.513 4.228 -2.093 0.0 0.0 0.0
H 0.989 -6.134 -2.426 0.0 0.0 0.0
H -0.439 -7.558 -0.069 0.0 0.0 0.0
H 4.878 3.371 2.777 0.0 0.0 0.0
```
Positions in Å, forces in eV/Å.

Results
* LUMO level (alpha / beta): 2.44 / 2.44 eV
* HOMO level (alpha / beta): -2.823 / -1.975 eV
* E_tot: -83219.392 eV
* charge: -1
* ΔE to the lowest compared entry with this formula, charge and spin: 0.0 kcal/mol
* frontier orbital gap (alpha / beta): 5.262 / 4.417 eV

C4H5Cl | ωB97M-V/def2-TZVPD

```
10
Properties=species:S:1:pos:R:3:forces:R:3
Cl 1.660 -0.398 -0.056 -0.8 1.2 -0.1
C -0.938 -0.618 0.170 -4.5 -4.6 0.1
C -0.288 1.674 0.014 2.5 -0.1 0.7
C 0.021 0.364 0.056 2.0 2.7 -0.6
C -2.298 -0.591 -0.158 0.6 2.9 0.8
H 0.496 2.483 -0.037 -1.1 -1.0 -0.1
H -2.947 -1.452 0.029 0.5 0.2 -0.1
H -1.291 1.898 0.330 -0.2 0.3 -0.3
H -0.486 -1.616 0.544 -1.2 1.5 -0.8
H -2.972 0.468 -0.395 2.5 -3.2 0.3
```
Positions in Å, forces in eV/Å.

Results
* LUMO level: 0.05 eV
* HOMO level: -9.052 eV
* E_tot: -16749.026 eV
* SMILES: C=CC(=C)Cl
* ΔE to the lowest compared entry with this formula, charge and spin: 25.3 kcal/mol
* frontier orbital gap: 9.104 eV

C38H34BrCeN7O3Te | ωB97M-V/def2-TZVPD

```
85
Properties=species:S:1:pos:R:3:forces:R:3
Ce -0.289 0.445 -1.609 0.8 0.7 -1.0
Te -3.120 2.318 2.286 -0.5 0.4 0.1
Br -4.015 5.953 -4.500 -0.3 0.1 0.0
O 3.437 0.410 0.858 0.1 -0.9 -0.2
O 1.240 1.909 -2.345 -1.1 -1.2 0.1
O 0.729 -0.163 -0.023 -0.7 0.6 -1.0
N -2.029 -0.170 0.113 0.4 -0.2 0.2
N 2.772 3.511 -2.211 0.4 -0.4 0.0
N -1.859 2.239 -2.805 -0.7 -1.7 0.9
N 5.994 1.634 -1.813 2.0 0.5 0.3
N -1.706 -0.765 -3.498 0.7 -0.7 0.7
N -0.603 -0.232 -4.241 0.9 -0.3 0.5
N 2.103 -0.914 -2.370 -1.5 -1.3 0.0
C -5.168 -3.315 2.320 0.2 -0.2 0.3
C 3.899 -3.207 0.583 1.3 0.2 -0.8
C -4.489 -3.667 1.172 -0.2 -0.7 -1.1
C -1.221 3.367 -2.970 0.7 1.3 -0.8
C 3.470 1.184 -2.092 0.4 0.1 0.7
C -4.716 -2.265 3.113 -0.5 0.4 -0.3
C 0.774 -3.415 4.544 2.1 0.4 0.3
C 1.162 2.008 2.334 -0.2 0.4 -0.1
C 4.286 -1.847 0.562 -0.9 0.1 0.6
C -3.427 1.850 0.218 -1.4 -0.6 0.4
C -0.172 1.955 2.654 -0.4 0.4 -0.2
C 1.506 2.820 1.283 0.9 0.2 0.1
C -0.718 3.566 0.933 -0.9 -0.9 0.8
C -3.399 0.336 -0.070 0.1 0.7 -0.9
C -0.400 -2.100 2.806 -0.4 -0.7 0.5
C 0.732 -0.945 1.049 -0.1 -0.5 1.1
C 0.599 3.546 0.562 0.2 1.4 -1.8
C 3.266 -0.796 0.945 0.3 0.0 0.4
C 2.000 -2.014 2.755 0.6 -0.8 2.7
C -3.615 -1.550 2.716 0.6 -0.9 -0.7
C 2.865 -0.089 -2.145 1.0 1.2 -0.3
C -3.941 3.260 -3.529 0.5 0.1 -0.1
C -3.229 4.445 -3.764 0.3 -0.4 -0.1
C 5.614 -1.494 0.293 -0.6 -1.3 -0.2
C -0.490 -1.372 1.616 0.4 0.1 -0.2
C -2.935 -1.936 1.541 -0.1 2.3 1.0
C -1.817 -1.072 1.033 0.3 -0.2 0.3
C -1.106 2.733 1.981 0.3 -0.4 -0.3
C -3.387 -2.934 0.739 0.4 -0.7 -0.4
C 0.829 -2.399 3.411 -1.1 -0.9 -0.6
C 6.130 -3.839 -0.042 0.8 -0.4 0.2
C 2.502 2.171 -2.204 0.3 1.2 -0.3
C 4.837 -4.194 0.260 -0.8 0.2 0.4
C 6.512 -2.513 -0.039 -1.1 1.1 0.6
C -1.869 4.478 -3.480 0.2 0.5 0.2
C -3.182 2.198 -3.061 -0.6 0.5 0.4
C 1.962 -1.294 1.594 0.8 0.6 -0.8
C 4.878 1.448 -1.884 -3.0 -0.8 -0.7
H 7.493 -2.172 -0.192 1.4 -0.1 -0.4
H 5.948 -0.483 0.381 0.0 0.5 -0.1
H 0.587 -4.411 4.173 -0.4 -0.3 -0.4
H 3.735 3.714 -1.988 0.1 0.5 -0.4
H -3.676 0.217 -1.126 0.0 -0.3 0.1
H 1.767 -3.548 5.050 -0.8 0.5 -0.4
H 2.317 4.059 -2.950 0.4 -0.3 0.7
H -5.021 3.201 -3.719 0.6 -0.1 0.2
H -0.553 1.350 3.423 -0.1 -0.9 1.0
H -1.301 -2.552 3.285 0.8 0.6 -0.6
H -4.149 -0.183 0.519 0.1 -0.1 0.1
H -2.730 2.402 -0.378 0.6 0.3 -0.2
H 0.945 4.149 -0.317 -0.3 -0.4 1.1
H -0.145 3.342 -2.758 -0.6 0.4 -0.1
H 0.050 -3.174 5.300 -0.4 0.2 0.2
H -3.232 -0.742 3.291 0.1 0.6 0.4
H 0.083 -0.985 -4.378 -0.2 0.4 -0.1
H -1.502 4.162 0.521 0.0 0.5 -0.7
H -2.788 -3.134 -0.165 -0.7 -0.3 0.3
H -4.818 -4.496 0.532 0.0 0.3 0.5
H 6.872 -4.632 -0.148 -0.1 0.3 -0.3
H -3.696 1.324 -2.708 -0.1 -0.5 -0.3
H -0.846 0.164 -5.145 -0.1 -0.1 0.1
H -1.314 5.395 -3.625 0.0 0.0 0.0
H 2.529 3.010 1.090 1.0 -0.3 -0.4
H -1.785 -1.770 -3.615 0.0 -0.1 -0.1
H 4.590 -5.249 0.312 -0.2 0.2 -0.1
H 1.931 1.468 2.849 0.1 -0.2 0.3
H -6.021 -3.871 2.659 -0.3 -0.2 -0.1
H -4.430 2.251 -0.042 0.5 -0.3 0.1
H -2.569 -0.383 -3.808 -0.8 0.6 -0.3
H 2.903 -3.519 0.789 -0.7 0.0 0.2
H 2.922 -2.272 3.357 -0.7 0.4 -1.4
H -5.295 -1.915 3.957 0.1 -0.3 0.2
```
Positions in Å, forces in eV/Å.

Results
* LUMO level (alpha / beta): -7.96 / -7.95 eV
* HOMO level (alpha / beta): -12.636 / -12.636 eV
* E_tot: -146781.061 eV
* charge: +2
* ΔE to the lowest compared entry with this formula, charge and spin: 31.9 kcal/mol
* frontier orbital gap (alpha / beta): 4.680 / 4.684 eV

Question: Which of these has the lowest ΔE to the lowest compared entry with this formula, charge and spin?
Answer: C42H61BCaN9O3

Question: Which of these has the lowest ΔE to the lowest compared entry with this formula, charge and spin?
Answer: C42H61BCaN9O3

Question: ΔE to the lowest compared entry with this formula, charge and spin of number 3 (C4H5Cl)?
Answer: 25.3 kcal/mol